No. 1
Formula: C32H17BrF15GeN2ORhS
Source: the OMol25 dataset
Level of theory: ωB97M-V/def2-TZVPD

Output
* E_tot: -8071.3857 hartree
* molecular weight: 1017.96 g mol⁻¹
* highest occupied orbital energy: -13.637 eV
* total charge: +2
* maximum force: 0.01300 hartree/bohr

The geometry in XYZ format:
```
71
Properties=species:S:1:pos:R:3:forces:R:3:lowdin_charge:R:1
Rh -0.073 1.212 1.239 -0.62 0.22 0.11 0.65
O 4.655 -2.143 2.815 0.04 -0.04 0.03 0.15
C 3.606 -1.510 2.323 -0.07 0.06 -0.03 -0.28
C 3.461 -1.145 0.980 0.03 -0.07 -0.02 0.05
C 2.329 -0.475 0.590 -0.03 -0.02 0.04 -0.13
N 1.343 -0.170 1.455 0.14 0.03 0.33 -0.19
C 1.492 -0.531 2.748 -0.22 0.11 -0.25 -0.69
Br 0.036 -0.007 3.856 0.22 -0.31 0.02 0.89
C 2.580 -1.195 3.228 0.06 -0.12 0.17 0.01
H 5.339 -2.322 2.154 -0.03 0.03 0.00 0.15
H 4.231 -1.367 0.253 -0.01 0.01 0.00 0.14
H 2.184 -0.145 -0.430 0.03 0.03 0.01 0.12
H 2.668 -1.465 4.271 0.01 0.00 -0.02 0.14
C -1.589 -2.549 1.620 -0.02 0.00 0.04 0.01
N -1.741 -2.892 0.179 0.01 0.01 0.00 -0.17
C -3.135 -3.340 -0.121 -0.06 -0.02 -0.01 0.02
C -1.252 -1.775 -0.734 -0.12 -0.04 -0.06 -0.06
C -2.035 -0.501 -0.609 0.30 -0.10 -0.17 -0.23
C -3.225 -0.346 -1.331 -0.02 -0.02 0.02 -0.03
C -3.950 0.831 -1.290 -0.01 0.08 0.03 -0.03
C -3.491 1.903 -0.534 -0.05 -0.01 -0.04 -0.03
C -2.298 1.766 0.156 -0.02 -0.01 0.16 -0.11
C -1.571 0.586 0.118 0.36 0.38 0.07 -0.19
H -1.840 -3.418 2.223 -0.02 -0.01 -0.02 0.12
H -2.263 -1.729 1.853 0.00 0.01 -0.02 0.11
H -0.561 -2.250 1.804 0.02 -0.01 -0.01 0.07
H -1.132 -3.689 -0.013 0.02 -0.01 0.01 0.19
H -3.818 -2.524 0.093 0.02 0.00 0.02 0.11
H -3.368 -4.193 0.511 0.02 0.00 0.01 0.12
H -3.203 -3.626 -1.168 0.02 0.01 0.00 0.12
H -1.322 -2.174 -1.746 0.01 -0.02 -0.01 0.15
H -0.202 -1.624 -0.489 0.00 0.01 0.06 0.12
H -3.578 -1.159 -1.956 0.02 0.01 0.01 0.12
H -4.865 0.923 -1.859 0.01 -0.01 0.00 0.13
H -4.044 2.832 -0.496 -0.01 0.01 0.00 0.12
H -1.933 2.627 0.740 -0.03 -0.03 0.01 0.09
F 2.459 4.953 2.381 0.02 0.00 0.04 0.07
C 2.784 5.754 1.353 -0.09 -0.02 -0.07 -0.23
C 1.961 5.777 0.237 -0.01 -0.11 -0.04 -0.15
C 2.312 6.621 -0.804 -0.07 -0.03 0.08 -0.21
F 1.536 6.704 -1.885 0.01 0.04 -0.04 0.12
C 3.444 7.411 -0.742 0.00 0.07 -0.10 -0.13
F 3.760 8.217 -1.743 0.00 0.00 0.01 0.16
C 4.250 7.359 0.385 0.07 0.03 0.05 -0.12
F 5.331 8.110 0.453 -0.01 -0.01 0.00 0.17
C 3.921 6.527 1.446 0.04 0.01 0.04 -0.13
F 4.690 6.483 2.525 0.00 0.01 -0.01 0.15
Ge 0.404 4.625 0.231 -0.01 -0.08 -0.25 0.82
S 1.406 2.593 0.395 -0.07 -0.09 -0.26 0.45
C -0.759 5.185 1.694 0.04 0.14 -0.11 -0.14
C -1.183 4.491 2.804 0.10 -0.07 -0.07 -0.21
F -0.827 3.189 2.962 -0.05 -0.02 0.03 -0.01
C -1.977 5.056 3.783 0.00 -0.11 0.08 -0.13
F -2.360 4.336 4.831 -0.02 0.02 0.01 0.15
C -2.367 6.379 3.657 -0.01 0.06 -0.02 -0.11
F -3.124 6.933 4.581 0.01 -0.01 -0.01 0.18
C -1.962 7.117 2.551 -0.06 0.06 0.06 -0.12
F -2.337 8.377 2.418 0.00 -0.02 0.02 0.17
C -1.173 6.507 1.598 0.04 -0.08 -0.05 -0.22
F -0.804 7.213 0.520 -0.02 0.00 0.02 0.11
C -0.580 4.519 -1.452 0.06 0.11 0.13 -0.15
C -1.942 4.735 -1.576 0.06 -0.02 0.07 -0.23
F -2.686 5.017 -0.493 -0.02 0.00 0.00 0.09
C -2.599 4.635 -2.786 -0.06 0.01 -0.04 -0.14
F -3.912 4.824 -2.858 0.01 -0.02 -0.01 0.14
C -1.877 4.314 -3.924 -0.06 0.00 -0.05 -0.12
F -2.491 4.208 -5.087 0.01 0.00 0.02 0.17
C -0.511 4.091 -3.838 0.08 -0.04 -0.09 -0.13
F 0.180 3.777 -4.924 -0.02 0.00 0.01 0.15
C 0.110 4.194 -2.609 0.00 0.06 0.07 -0.24
F 1.428 3.980 -2.546 0.02 -0.03 -0.02 0.09
```
Positions in Å, forces in eV/Å.

---

No. 2
Formula: C32H18BrF10N3O4PS2V
Source: the OMol25 dataset
Level of theory: ωB97M-V/def2-TZVPD

Output
* E_tot: -7349.7045 hartree
* molecular weight: 924.45 g mol⁻¹
* highest occupied orbital energy (alpha / beta): -10.636 / -10.006 eV
* multiplicity: 2
* <S²>: 0.760
* total charge: +1
* maximum force: 0.01955 hartree/bohr

The geometry in XYZ format:
```
72
Properties=species:S:1:pos:R:3:forces:R:3:lowdin_charge:R:1
V -0.931 -0.135 0.242 0.17 0.91 -0.39 0.47
F 1.225 -3.600 -2.131 0.02 0.00 -0.03 0.17
C -0.008 -4.069 -2.042 0.01 0.10 0.05 -0.67
F -0.511 -4.234 -3.253 -0.04 -0.04 -0.01 0.17
F -0.008 -5.220 -1.393 0.06 -0.03 0.00 0.17
S -1.070 -2.861 -1.083 0.14 0.42 -0.22 0.67
O -0.074 -1.977 -0.429 -0.73 -0.41 -0.17 -0.39
O -1.935 -3.633 -0.256 0.06 0.01 -0.02 -0.23
N -1.895 -2.047 -2.164 0.16 -0.02 0.01 -0.27
S -1.388 -0.633 -2.634 0.06 0.28 0.29 0.66
O -0.035 -0.544 -3.092 -0.15 0.11 0.14 -0.24
O -1.828 0.408 -1.652 0.48 -0.72 -0.36 -0.42
C -2.431 -0.288 -4.108 -0.23 -0.18 0.11 -0.69
F -2.108 0.924 -4.532 0.00 0.04 -0.03 0.17
F -3.720 -0.324 -3.798 0.01 0.00 0.01 0.16
F -2.164 -1.185 -5.037 -0.02 0.03 -0.04 0.18
C -5.179 -1.298 0.617 -0.05 -0.02 0.01 -0.01
C -4.012 -0.688 0.156 0.20 0.08 -0.08 -0.08
N -2.848 -0.779 0.787 -0.31 -0.59 0.41 0.01
C -2.813 -1.505 1.945 0.20 0.10 -0.12 -0.14
C -3.925 -2.172 2.456 -0.09 -0.15 0.18 -0.12
C -5.137 -2.052 1.760 -0.03 0.01 -0.03 0.03
C -3.793 -2.960 3.654 -0.07 0.07 -0.13 0.01
C -2.614 -3.056 4.294 0.16 0.05 0.01 0.00
C -1.455 -2.357 3.804 -0.12 -0.06 0.14 -0.12
C -0.213 -2.390 4.455 0.05 -0.03 0.08 0.03
C 0.837 -1.667 3.950 0.02 0.03 -0.05 -0.01
C 0.649 -0.932 2.780 -0.03 0.04 -0.01 -0.09
N -0.505 -0.897 2.130 -0.07 -0.24 0.35 -0.01
C -1.557 -1.591 2.642 -0.08 0.07 -0.18 -0.13
H -6.093 -1.184 0.052 0.01 0.01 0.00 0.12
H -4.010 -0.119 -0.763 0.00 0.00 -0.01 0.11
H -6.021 -2.558 2.127 0.01 0.01 0.00 0.13
H -4.667 -3.478 4.028 0.00 0.01 -0.02 0.13
H -2.516 -3.650 5.193 0.01 0.00 -0.01 0.13
H -0.094 -2.978 5.357 -0.03 0.00 -0.01 0.13
H 1.805 -1.659 4.431 -0.01 -0.01 0.02 0.12
H 1.460 -0.350 2.360 0.00 0.00 -0.01 0.10
F 2.520 4.159 4.404 0.00 0.01 0.01 0.16
C 2.227 3.486 3.305 -0.03 0.03 0.06 -0.13
C 3.233 3.051 2.466 0.05 0.00 0.01 -0.13
F 4.494 3.319 2.762 0.02 -0.01 -0.01 0.16
C 2.919 2.346 1.311 0.11 0.05 0.02 -0.20
F 3.948 2.007 0.535 -0.05 -0.03 -0.04 0.12
C 1.614 2.034 0.972 -0.09 -0.03 -0.04 -0.28
P 1.054 1.177 -0.575 0.25 0.08 0.03 1.07
C 2.480 0.245 -1.196 -0.02 -0.11 0.09 -0.36
C 3.009 -0.763 -0.392 0.04 -0.05 0.04 -0.10
C 4.034 -1.570 -0.855 -0.02 0.03 -0.03 -0.06
C 4.524 -1.391 -2.142 0.01 0.01 -0.03 -0.06
C 3.979 -0.413 -2.960 0.00 -0.02 0.05 -0.05
C 2.958 0.402 -2.491 -0.04 0.03 -0.08 -0.08
C 0.911 2.662 -1.622 0.12 0.01 0.03 -0.33
C 2.068 3.403 -1.891 0.02 0.04 0.01 -0.09
C 1.992 4.585 -2.603 -0.06 -0.02 0.00 -0.06
C 0.758 5.050 -3.047 0.04 0.01 0.00 -0.06
C -0.391 4.330 -2.772 0.00 -0.03 0.01 -0.06
C -0.318 3.138 -2.060 -0.06 0.01 -0.06 -0.08
C 0.623 2.491 1.844 -0.01 0.00 0.05 -0.52
Br -1.222 2.133 1.543 -0.05 0.15 0.01 1.02
C 0.906 3.209 2.986 0.13 0.02 0.02 -0.26
F -0.052 3.633 3.802 -0.03 -0.02 -0.02 0.10
H 2.623 -0.936 0.607 -0.02 0.04 -0.01 0.09
H 4.444 -2.341 -0.216 0.00 0.01 -0.01 0.11
H 5.323 -2.020 -2.512 -0.01 -0.01 0.02 0.11
H 4.343 -0.282 -3.971 0.00 -0.01 0.00 0.11
H 2.528 1.145 -3.149 0.00 0.00 0.01 0.11
H 3.035 3.056 -1.547 -0.03 -0.02 0.00 0.11
H 2.896 5.143 -2.811 -0.02 0.01 -0.01 0.11
H 0.699 5.976 -3.604 -0.01 -0.01 0.00 0.11
H -1.354 4.691 -3.111 0.01 0.00 0.00 0.11
H -1.223 2.585 -1.859 0.00 -0.02 0.02 0.08
```
Positions in Å, forces in eV/Å.

---

No. 3
Formula: C32H19CrF10N6O7P2S2
Source: the OMol25 dataset
Level of theory: ωB97M-V/def2-TZVPD

Output
* E_tot: -5608.6398 hartree
* molecular weight: 967.60 g mol⁻¹
* highest occupied orbital energy (alpha / beta): -4.477 / -4.638 eV
* multiplicity: 5
* <S²>: 6.020
* total charge: -1
* maximum force: 0.05010 hartree/bohr

The geometry in XYZ format:
```
79
Properties=species:S:1:pos:R:3:forces:R:3:lowdin_charge:R:1
Cr -0.664 0.004 -0.243 -2.45 -0.60 -0.54 0.60
C -1.030 0.264 3.988 0.37 -0.03 0.39 -0.09
C -1.325 0.445 2.654 0.06 -0.01 -0.36 -0.08
N -0.384 0.357 1.717 0.75 -0.01 2.43 0.02
C 0.887 0.127 2.137 -1.02 0.08 0.29 -0.17
C 1.145 -0.066 3.490 0.37 -0.07 -0.27 -0.05
N 0.205 -0.014 4.416 -0.40 0.12 -0.09 0.10
C 1.855 0.176 1.046 0.31 -0.14 -0.46 -0.23
C 3.234 0.252 1.138 -0.20 0.01 -0.15 0.07
C 3.973 0.540 -0.013 -0.30 -0.10 0.09 -0.13
C 3.295 0.754 -1.208 -0.42 0.03 -0.12 0.07
C 1.908 0.654 -1.236 0.54 -0.31 0.69 -0.23
N 1.233 0.296 -0.134 1.83 -0.06 0.01 -0.03
C 1.005 1.113 -2.275 -1.24 0.26 -0.40 -0.21
C 1.351 1.679 -3.499 0.44 -0.22 0.37 -0.06
N 0.478 2.247 -4.308 -0.57 0.09 0.05 0.09
C -0.791 2.268 -3.882 0.55 0.14 -0.37 -0.09
C -1.180 1.685 -2.696 -0.15 -0.26 0.35 -0.07
N -0.305 1.083 -1.887 0.88 1.08 -2.10 -0.02
C 5.434 0.727 0.051 0.42 0.05 0.05 -0.16
C 6.049 1.191 1.214 -0.13 -0.10 -0.17 -0.01
C 7.421 1.374 1.225 0.02 0.03 0.05 -0.14
N 8.204 1.148 0.177 0.12 0.03 0.01 0.05
C 7.618 0.718 -0.935 0.05 0.01 -0.06 -0.14
C 6.257 0.489 -1.050 -0.11 -0.02 0.12 -0.01
H -1.797 0.318 4.748 -0.09 0.03 -0.06 0.11
H -2.332 0.636 2.307 -0.02 -0.04 0.00 0.12
H 2.148 -0.290 3.834 0.05 0.01 -0.05 0.12
H 3.716 0.099 2.092 0.05 0.08 0.03 0.12
H 3.826 1.064 -2.094 0.04 0.08 -0.02 0.12
H 2.383 1.688 -3.829 0.04 -0.05 0.05 0.12
H -1.503 2.774 -4.519 -0.10 -0.04 0.02 0.11
H -2.213 1.686 -2.373 0.02 -0.07 0.03 0.12
H 5.456 1.427 2.085 0.05 0.06 0.06 0.11
H 7.924 1.732 2.116 -0.07 0.01 0.06 0.10
H 8.281 0.558 -1.777 -0.08 -0.07 -0.04 0.10
H 5.850 0.112 -1.978 0.00 -0.01 -0.01 0.11
C -5.048 -3.184 0.118 -0.02 0.02 0.06 -0.07
C -4.140 -2.047 0.561 0.36 0.12 -0.37 -0.56
O -4.798 -1.144 1.457 -0.18 0.07 0.18 -0.08
P -3.784 -0.955 -0.865 0.11 0.11 -0.42 0.48
O -5.190 -0.298 -1.209 -0.28 -0.04 0.12 -0.09
O -3.552 -1.797 -2.159 -0.21 -0.10 0.17 -0.14
O -2.767 0.104 -0.609 0.39 0.25 0.26 -0.33
P -2.541 -2.682 1.279 0.92 0.17 -0.29 0.37
O -2.825 -2.340 2.864 -0.08 -0.01 0.06 -0.16
O -2.390 -4.140 1.119 -0.33 -0.33 0.09 -0.26
O -1.430 -1.781 0.814 -0.56 -0.51 0.39 -0.36
H -5.917 -2.788 -0.410 -0.04 -0.04 0.02 0.08
H -5.380 -3.748 0.990 0.03 -0.03 0.01 0.09
H -4.494 -3.851 -0.540 -0.06 -0.05 0.01 0.08
H -4.437 -1.308 2.340 -0.03 -0.02 -0.01 0.07
H -5.603 0.068 -0.415 0.03 0.02 0.03 0.09
H -2.576 -1.947 -2.348 0.24 0.06 0.07 -0.04
H -2.670 -3.159 3.351 -0.10 0.01 0.05 0.08
F 0.275 -7.179 0.266 -0.01 0.02 0.02 0.11
C 0.091 -5.966 -0.274 0.02 0.08 0.01 -0.15
C -0.824 -5.786 -1.292 -0.07 -0.01 -0.11 -0.15
F -1.530 -6.832 -1.743 -0.03 -0.05 0.04 0.10
C -1.014 -4.534 -1.843 0.14 0.22 0.25 -0.24
F -1.945 -4.395 -2.800 0.03 -0.15 -0.02 0.07
C -0.301 -3.414 -1.415 0.09 -0.29 -0.09 -0.51
S -0.523 -1.852 -2.160 0.29 -0.17 -0.36 0.75
C 0.617 -3.637 -0.388 -0.29 0.05 -0.29 -0.25
F 1.348 -2.613 0.073 0.17 0.03 0.12 0.08
C 0.809 -4.876 0.183 0.04 0.02 0.06 -0.15
F 1.693 -5.022 1.185 -0.03 -0.07 -0.04 0.10
F -3.505 6.949 0.311 0.00 -0.03 -0.05 0.09
C -2.485 6.073 0.278 0.05 -0.03 -0.02 -0.16
C -1.183 6.518 0.101 -0.02 0.01 0.02 -0.16
F -0.952 7.829 -0.079 -0.05 0.01 0.04 0.10
C -0.131 5.624 0.122 -0.21 -0.36 0.04 -0.26
F 1.112 6.099 -0.036 -0.07 0.13 0.02 0.06
C -0.321 4.245 0.312 -0.33 0.33 -0.01 -0.60
S 0.971 3.137 0.437 0.42 0.03 0.03 0.71
C -1.660 3.828 0.411 0.42 0.14 -0.06 -0.24
F -1.922 2.507 0.511 -0.27 0.41 0.12 0.03
C -2.717 4.715 0.421 -0.06 -0.07 0.01 -0.16
F -3.974 4.265 0.580 -0.02 0.06 -0.04 0.10
```
Positions in Å, forces in eV/Å.

---

No. 4
Formula: C32H20AgF5N5O2S2
Source: the OMol25 dataset
Level of theory: ωB97M-V/def2-TZVPD

Output
* E_tot: -3098.3216 hartree
* molecular weight: 773.54 g mol⁻¹
* highest occupied orbital energy: -4.359 eV
* total charge: -1
* maximum force: 0.07136 hartree/bohr

The geometry in XYZ format:
```
67
Properties=species:S:1:pos:R:3:forces:R:3:lowdin_charge:R:1
Ag 0.170 -0.003 -0.211 -0.50 0.09 1.02 0.59
C 3.947 5.547 2.336 -0.42 -0.62 -1.34 -0.08
C 2.981 4.695 2.852 0.35 0.91 1.64 -0.09
C 2.709 3.508 2.252 0.69 -0.71 -2.26 0.00
C 3.195 3.247 0.954 1.68 1.94 0.54 -0.26
C 4.062 4.174 0.338 -0.45 -0.14 0.08 -0.02
C 4.448 5.298 1.049 0.00 -0.47 0.18 -0.08
N 2.703 2.212 0.202 -1.32 -1.61 -3.02 0.11
N 3.079 2.250 -1.026 0.38 0.85 2.16 0.04
C 2.288 1.785 -2.059 -0.24 -1.68 -1.85 -0.32
C 2.786 2.030 -3.415 -0.11 1.05 2.11 0.00
C 1.816 2.201 -4.379 -0.76 -0.60 -0.57 -0.08
C 0.482 1.765 -4.143 1.81 0.27 0.62 -0.04
C 0.216 1.245 -2.900 0.16 -0.21 0.19 -0.12
N 1.082 1.248 -1.862 0.06 1.26 -0.80 0.05
H 4.279 6.392 2.881 0.08 0.76 0.35 0.09
H 2.478 4.951 3.798 0.47 -0.27 -0.38 0.12
H 2.189 2.730 2.703 -1.47 -1.01 0.80 0.09
H 4.305 3.921 -0.715 0.20 0.71 0.99 0.11
H 5.133 5.977 0.588 0.38 0.43 -0.08 0.09
H 3.863 2.304 -3.528 -1.19 -0.12 -0.01 0.11
H 2.022 2.650 -5.351 0.33 -0.34 0.17 0.10
H -0.265 1.768 -4.905 -0.31 0.18 -0.27 0.10
H -0.739 0.811 -2.693 -0.47 -0.31 0.07 0.07
O -1.885 -3.432 -2.967 -0.70 1.01 0.26 -0.33
S -2.011 -2.284 -2.071 2.36 0.96 0.25 0.62
O -2.233 -0.937 -2.601 -0.26 -1.06 -0.12 -0.35
N -0.691 -2.120 -1.133 -1.69 1.03 -1.27 -0.16
C 0.046 -3.168 -0.759 -1.12 -1.97 0.13 -0.30
C -0.412 -4.501 -0.687 -0.27 1.02 -0.34 -0.03
C 0.418 -5.528 -0.260 1.18 1.03 -0.07 -0.09
C 1.738 -5.256 0.058 0.29 -0.61 0.22 -0.07
C 2.263 -3.938 -0.063 -0.32 -1.06 0.86 -0.17
C 3.599 -3.582 0.199 0.40 0.48 -0.66 -0.02
C 3.995 -2.285 -0.020 0.83 -0.52 0.15 -0.07
C 3.029 -1.321 -0.294 -0.61 0.26 -0.23 -0.14
N 1.761 -1.621 -0.458 1.33 0.42 0.05 0.04
C 1.385 -2.901 -0.401 0.12 -0.12 -0.03 -0.19
C -3.315 -2.582 -0.939 -0.39 -0.23 -0.03 -0.32
C -4.293 -3.499 -1.243 -0.59 -1.16 -1.65 -0.08
C -5.284 -3.876 -0.336 0.42 0.51 0.26 -0.09
C -5.194 -3.354 0.956 0.37 -0.74 0.00 -0.09
C -4.220 -2.400 1.241 -0.15 0.64 0.17 -0.06
C -3.320 -1.939 0.275 0.22 0.29 1.02 -0.04
H -1.429 -4.680 -1.028 0.28 -0.24 0.26 0.09
H 0.049 -6.524 -0.238 -0.24 -0.72 0.19 0.09
H 2.382 -6.060 0.435 -0.14 0.35 -0.29 0.10
H 4.362 -4.308 0.446 -0.19 -0.28 0.06 0.11
H 5.060 -2.034 -0.026 -0.42 0.08 0.31 0.10
H 3.255 -0.269 -0.385 0.31 0.05 0.05 0.07
H -4.220 -3.952 -2.262 -0.30 0.31 0.99 0.12
H -6.103 -4.543 -0.592 0.36 -0.10 -0.09 0.10
H -5.753 -3.845 1.769 -0.07 0.73 -0.42 0.10
H -4.196 -1.956 2.229 0.13 -0.11 -0.03 0.09
H -2.564 -1.159 0.490 -0.54 -0.61 0.06 0.10
F -5.151 3.950 2.633 0.42 0.08 0.13 0.08
C -4.020 3.206 2.615 -0.86 -0.53 -0.71 -0.14
C -4.092 1.874 2.998 1.23 -1.00 0.07 -0.16
F -5.194 1.241 3.411 -0.65 0.86 0.40 0.10
C -2.979 1.036 2.894 0.18 0.34 -1.44 -0.24
F -3.162 -0.221 3.366 0.39 0.60 -0.07 0.04
C -1.812 1.366 2.125 -1.87 1.41 2.04 -0.65
S -0.433 0.390 2.289 0.98 -0.64 -1.07 0.54
C -1.888 2.701 1.641 1.02 -0.10 -1.35 -0.22
F -0.922 3.172 0.774 -0.40 -0.53 0.99 0.02
C -2.914 3.592 1.857 -0.38 0.57 0.13 -0.14
F -2.885 4.843 1.301 -0.02 -1.03 0.49 0.08
```
Positions in Å, forces in eV/Å.

---

- The highest total charge belongs to which entry?
  C32H17BrF15GeN2ORhS